No. 1
C34H24ClFGaN2O8 as an isolated structure. Source: the Open Molecules 2025 dataset; level of theory: ωB97M-V with the def2-TZVPD basis set.

Positions of all 71 atoms, in Å:
N: 3.69817 2.65491 -1.52758
C: 3.90377 1.42446 -1.78530
C: 3.89915 0.37793 -0.74509
Ga: 2.32214 -0.86611 -0.84784
Cl: 2.22808 -1.96337 1.13557
C: 2.62517 -2.29030 -2.24950
C: 2.29598 -1.75849 -3.58476
O: 2.78487 -0.77807 -4.09552
O: 1.35565 -2.47591 -4.25490
C: 0.52513 0.03731 -1.22670
O: -0.34707 -0.53063 -1.82190
N: 0.25331 1.47197 -0.83063
C: -0.65185 2.09996 -1.66582
O: -1.77968 2.43310 -1.43811
F: -0.10945 2.33376 -2.87365
H: 3.72966 3.18998 -2.39387
H: 4.08620 1.10840 -2.81690
H: 3.95832 0.84036 0.24297
H: 4.78956 -0.24989 -0.86173
H: 3.67675 -2.57805 -2.21734
H: 2.01266 -3.16376 -2.03026
H: 1.00103 -1.88890 -4.93655
H: -0.19862 1.47163 0.08130
C: -5.92098 2.16575 -2.58390
C: -4.60648 2.58238 -2.40098
C: -4.06762 3.54750 -3.23702
C: -4.83785 4.08883 -4.25949
C: -6.15345 3.65231 -4.45373
C: -6.69283 2.69485 -3.60483
C: -6.98830 4.18073 -5.56487
O: -8.13254 3.81121 -5.73421
C: -6.37080 5.18584 -6.48157
C: -7.10860 5.65911 -7.56028
C: -6.55929 6.59967 -8.41406
C: -5.27236 7.07817 -8.18989
C: -4.53239 6.60676 -7.11935
C: -5.07528 5.65377 -6.26627
C: -4.24393 5.13797 -5.13377
O: -3.12637 5.56682 -4.94757
H: -6.34333 1.41693 -1.92589
H: -4.00421 2.15834 -1.61260
H: -3.04805 3.87706 -3.09870
H: -7.71350 2.37097 -3.75605
H: -8.10889 5.28037 -7.71977
H: -7.13336 6.96371 -9.25645
H: -4.84619 7.81804 -8.85517
H: -3.52923 6.96592 -6.93452
C: 4.90715 -5.83743 10.49952
C: 5.45868 -6.80560 9.66665
C: 5.26716 -6.73457 8.29766
C: 4.51492 -5.70020 7.75435
C: 3.94599 -4.74094 8.59078
C: 4.15253 -4.80842 9.96336
C: 3.09721 -3.64082 8.03716
O: 2.61223 -2.80846 8.77585
C: 2.86986 -3.61503 6.56969
C: 2.04417 -2.63543 6.03118
C: 1.82828 -2.58542 4.66416
C: 2.43772 -3.50550 3.81901
C: 3.25881 -4.48662 4.35288
C: 3.47398 -4.55290 5.72416
C: 4.33568 -5.63448 6.27043
O: 4.87805 -6.44675 5.55071
H: 5.06437 -5.88996 11.56921
H: 6.04016 -7.61538 10.08833
H: 5.69397 -7.47653 7.63675
H: 3.71367 -4.05083 10.59812
H: 1.57622 -1.91943 6.69301
H: 1.18584 -1.82303 4.24275
H: 2.26167 -3.43795 2.74984
H: 3.73854 -5.21165 3.70951

Summary:
Orbital gap in eV: 6.8170
LUMO energy in eV: 0.68
Total charge: -1
DFT total energy in eV: -122629.3152
E_HOMO in eV: -6.1


No. 2
A 2-piece molecular cluster, C3H8OSi overall in a non-equilibrium geometry. Source: the Open Molecules 2025 dataset; level of theory: ωB97M-V with the def2-TZVPD basis set.

Positions of all 13 atoms, in Å:
C: 1.50539 1.12512 0.71507
C: 0.76928 -2.17134 -0.16889
C: -2.17813 0.67336 -0.41822
O: 2.49220 0.57122 -0.35047
Si: 1.61174 -0.68495 0.16136
H: 2.13702 1.55608 1.42231
H: 0.77016 1.94642 0.21471
H: -2.35943 1.62545 -0.61467
H: 0.02809 -2.60001 0.56000
H: 1.21123 -2.92897 -0.74682
H: -1.37692 0.11535 -1.03428
H: -3.01799 0.09616 -0.23371
H: -1.59265 0.67612 0.49362

Summary:
Energy relative to the best compared isomer or geometry (same formula, charge and spin) in kcal per mole: 91.69
Orbital gap in eV: 8.7110
LUMO energy in eV: -0.11
Structure (SMILES): C=[Si]1CO1.C
DFT total energy in eV: -13162.0523
E_HOMO in eV: -8.8


No. 3
One molecule with the formula C5H7NO in a non-equilibrium geometry. Source: the Open Molecules 2025 dataset; level of theory: ωB97M-V with the def2-TZVPD basis set.

Positions of all 14 atoms, in Å:
O: -0.48026 0.89877 1.82475
C: 0.09375 -0.16585 1.85054
C: 0.79527 -0.74047 0.68617
C: 0.26723 -0.88001 -0.69584
C: -0.90634 -0.00877 -1.04962
C: -0.03938 1.20345 -0.68622
N: 1.16898 0.25471 -0.34500
H: 0.16525 -0.71663 2.79936
H: 1.52742 -1.53197 0.93196
H: 0.56246 -1.76715 -1.26226
H: -1.77968 -0.20455 -0.41980
H: -1.17823 -0.04122 -2.10195
H: -0.58305 1.88689 -0.02754
H: 0.38655 1.79825 -1.49706

Summary:
Energy relative to the best compared isomer or geometry (same formula, charge and spin) in kcal per mole: 76.69
Orbital gap in eV: 10.1157
LUMO energy in eV: 0.81
Structure (SMILES): O=C[C@H]1[C@H]2CCN21
DFT total energy in eV: -8832.8773
E_HOMO in eV: -9.3


No. 4
C10H17Cl6F3O2 as an isolated structure in a non-equilibrium geometry. Source: the Open Molecules 2025 dataset; level of theory: ωB97M-V with the def2-TZVPD basis set.

Positions of all 38 atoms, in Å:
C: 1.19927 2.13410 -0.75143
C: 0.71494 3.41578 -0.23642
O: 0.54676 4.24434 -1.35760
C: -0.29517 5.27071 -1.39326
O: -1.06269 5.46385 -0.47020
C: -0.29344 6.13147 -2.70124
F: 0.61601 5.68070 -3.55623
F: -1.55006 6.06404 -3.21564
F: -0.14982 7.38862 -2.43362
H: 2.20269 2.32644 -1.13122
H: 0.54057 1.74442 -1.52755
H: 1.12943 1.33757 -0.01065
H: 1.36702 3.93151 0.46850
H: -0.30586 3.25098 0.10840
Cl: 1.29591 -2.59856 -0.53510
C: 0.39281 -1.54595 0.60717
C: 0.49910 -0.05286 0.21224
Cl: -0.05061 0.20986 -1.45724
H: 0.82072 -1.58695 1.60883
H: -0.63435 -1.89654 0.70770
H: 1.51624 0.33599 0.26036
H: -0.15138 0.57953 0.81645
Cl: 1.22482 -5.85946 1.08872
C: 2.16443 -4.72471 0.14705
C: 3.07426 -3.73472 0.90568
Cl: 4.53737 -4.50062 1.59817
H: 1.47205 -4.10505 -0.42279
H: 2.71507 -5.30208 -0.59559
H: 2.50918 -3.21651 1.68042
H: 3.49199 -2.96705 0.25430
Cl: -1.72058 -1.35215 1.40400
C: -3.44189 -1.56610 0.95600
C: -3.94486 -2.81335 1.73528
Cl: -5.72575 -2.64852 2.15893
H: -3.51815 -1.75901 -0.11408
H: -4.03419 -0.70517 1.26594
H: -3.45920 -2.83725 2.71081
H: -3.69264 -3.73730 1.21491

Summary:
Energy relative to the best compared isomer or geometry (same formula, charge and spin) in kcal per mole: 257.56
Orbital gap in eV: 9.4581
LUMO energy in eV: 0.10
DFT total energy in eV: -98017.7351
E_HOMO in eV: -9.4


No. 5
C34H30BiN6O6S2 as an isolated structure. Source: the Open Molecules 2025 dataset; level of theory: ωB97M-V with the def2-TZVPD basis set.

Positions of all 79 atoms, in Å:
Bi: 0.32309 -0.27939 -0.25886
O: 0.90919 -1.28868 1.89961
C: 1.38027 -0.79368 2.99283
C: 1.04179 -1.36498 4.24951
C: 1.51253 -0.85081 5.43376
C: 2.36890 0.25628 5.45039
C: 2.73924 0.81109 4.24656
C: 2.26725 0.32149 3.01977
C: 2.77541 0.95840 1.82729
N: 2.37954 0.78297 0.61895
N: 3.10961 1.49658 -0.32423
C: 2.67371 1.28133 -1.52864
O: 1.66995 0.53487 -1.86031
C: 3.39745 1.95258 -2.64780
C: 4.58859 2.64040 -2.42880
C: 5.24218 3.25365 -3.48493
C: 4.71216 3.18781 -4.76813
C: 3.52450 2.50590 -4.98844
C: 2.86888 1.88857 -3.93243
H: 0.37808 -2.22161 4.24296
H: 1.21382 -1.31226 6.36873
H: 2.73608 0.66034 6.38402
H: 3.41565 1.65975 4.22968
H: 3.59918 1.66124 1.96458
H: 4.98455 2.68438 -1.42370
H: 6.16863 3.78627 -3.30853
H: 5.22370 3.66927 -5.59263
H: 3.10401 2.45645 -5.98518
H: 1.93875 1.35733 -4.08256
S: -1.69300 0.31600 -2.04660
C: -2.62861 1.43762 -1.09816
C: -3.98222 1.60236 -1.41843
C: -4.83454 2.37473 -0.64710
C: -6.24317 2.32270 -0.90970
N: -7.36553 2.23861 -1.14956
C: -4.33023 3.07313 0.45641
C: -2.98733 2.94024 0.77321
C: -2.13380 2.11855 0.03770
S: -0.48332 1.98484 0.63022
C: -5.18613 3.86626 1.28874
N: -5.85736 4.51126 1.96414
H: -4.38398 1.05086 -2.25787
H: -2.59977 3.45454 1.64286
O: -1.99932 0.38252 3.90347
C: -1.17350 1.12909 4.07603
O: -8.35387 -0.61433 0.20410
C: -8.11393 -0.84578 1.56493
N: -6.83042 -1.46303 1.83776
C: -5.70263 -0.69908 1.73652
O: -5.75607 0.50137 1.54632
C: -4.39418 -1.40793 1.88006
C: -4.16287 -2.43938 2.77680
C: -2.88236 -2.96242 2.86566
C: -1.88668 -2.43887 2.05459
N: -2.10694 -1.46534 1.16929
C: -3.33472 -0.96589 1.09499
H: -7.94842 0.22571 -0.05818
H: -8.88632 -1.53009 1.91314
H: -8.15727 0.07903 2.13968
H: -6.73798 -2.45400 1.68758
H: -4.95779 -2.80283 3.41759
H: -2.64745 -3.75034 3.56856
H: -0.86023 -2.77936 2.12037
H: -3.50435 -0.17586 0.37821
C: -1.33980 -3.79094 -1.42513
C: 0.14721 -3.85256 -1.15547
O: 0.76562 -2.79832 -1.87304
C: 2.17480 -2.91907 -2.01612
C: 2.93936 -2.97099 -0.70333
H: -1.86433 -4.54268 -0.83192
H: -1.54436 -3.96760 -2.48130
H: -1.73446 -2.80814 -1.16346
H: 0.56816 -4.81391 -1.48173
H: 0.35029 -3.74865 -0.08166
H: 2.47172 -2.04140 -2.59051
H: 2.39404 -3.81329 -2.61598
H: 2.70186 -2.12231 -0.05897
H: 4.01029 -2.94579 -0.91305
H: 2.72993 -3.88345 -0.14332

Summary:
Energy relative to the best compared isomer or geometry (same formula, charge and spin) in kcal per mole: 0.10
Orbital gap in eV: 7.3864
LUMO energy in eV: 2.35
Total charge: -1
DFT total energy in eV: -84484.5590
E_HOMO in eV: -5.0


The highest orbital gap belongs to which entry?
C5H7NO


Among the records above, which one has the lowest LUMO energy?
C3H8OSi